74
Properties=species:S:1:pos:R:3:forces:R:3 method="wB97M-V/def2-TZVPD" multiplicity=3 fmax_ev_per_a=2.558 e_tot_ha=-5322.863583 s2=2.00
O -1.2986 -0.0187 -0.6288 0.91 0.94 1.15
C -1.8919 0.0914 -1.8514 0.61 0.95 -1.09
C -2.2837 -1.2828 -2.3773 0.05 0.13 0.02
C -1.9368 -2.4337 -1.6668 0.05 -0.08 -0.26
H -1.4430 -2.3244 -0.7016 0.00 0.02 -0.33
C -2.1663 -3.6993 -2.2102 -0.31 0.28 -0.05
H -1.8174 -4.5770 -1.6620 -0.18 0.14 -0.24
C -2.8379 -3.8156 -3.4318 0.08 0.36 0.13
H -3.0388 -4.7972 -3.8478 0.03 0.10 -0.02
C -3.2598 -2.6600 -4.1071 0.06 0.15 0.27
H -3.8058 -2.7397 -5.0478 0.16 -0.05 0.22
C -2.9782 -1.3934 -3.5777 -0.07 -0.58 -0.16
H -3.2696 -0.4755 -4.0972 0.08 -0.37 0.04
H -2.8178 0.7003 -1.7927 -0.10 -0.10 0.05
C -0.9755 2.4325 -2.6861 0.30 0.27 0.17
C -0.9443 0.9427 -2.8275 -0.97 -2.12 -0.72
H -0.9180 2.9172 -3.6725 -0.05 -0.11 0.31
H -0.1195 2.8058 -2.1027 -0.30 0.03 -0.10
H -1.9091 2.7459 -2.2034 0.12 0.02 -0.02
C -0.2558 0.2951 -3.7880 -0.46 0.47 0.63
C 0.7632 0.9009 -4.6864 0.16 0.25 -0.41
H -0.4434 -0.7662 -3.9581 0.14 0.13 0.31
H 0.6063 0.5839 -5.7244 -0.01 0.02 0.08
H 1.7680 0.5636 -4.4044 -0.12 0.10 0.04
H 0.7582 1.9978 -4.6624 0.08 -0.27 0.06
Tm 0.6101 0.7643 0.2315 -0.28 -2.10 -0.45
Cl 2.2193 1.5927 -1.5752 0.15 0.12 0.07
C 3.4601 1.1809 1.3956 -1.54 0.16 0.05
O 2.2628 1.5260 1.6484 2.03 -0.04 -0.11
N 4.5148 1.4600 2.1476 0.18 0.24 0.15
C 4.4329 2.3689 3.2867 0.10 -0.18 0.00
C 5.8415 0.9374 1.8151 -0.16 0.05 -0.26
H 3.6704 0.6090 0.4796 0.06 0.02 0.33
H 3.3909 2.6517 3.4344 0.17 -0.04 0.03
H 5.0504 3.2574 3.0965 -0.19 -0.15 -0.03
H 4.8312 1.8721 4.1796 -0.20 0.06 -0.13
H 5.7327 0.1999 1.0126 0.11 0.14 0.21
H 6.2998 0.4606 2.6908 -0.25 0.06 -0.17
H 6.5094 1.7397 1.4716 -0.21 -0.12 0.09
H -3.8049 -3.0482 2.5390 0.10 0.11 -0.18
H -1.7226 -3.3793 3.6871 0.08 0.16 -0.02
C -3.2139 -2.6555 1.7008 0.02 0.13 0.28
C -1.1227 -2.7155 3.0566 0.23 -0.29 -0.30
N -2.0335 -1.9556 2.2082 -0.10 0.12 0.18
H -3.8195 -1.9569 1.1181 0.09 -0.18 0.02
C -1.7611 -0.7071 1.8343 0.83 0.22 -0.28
O -0.6418 -0.1514 1.9795 -1.57 -0.26 0.56
H -0.5219 -2.0431 3.6745 -0.12 -0.10 -0.22
H -2.6133 -0.1936 1.3588 0.37 -0.17 -0.01
H -2.9177 -3.4989 1.0600 -0.02 0.32 0.11
H -0.4565 -3.3420 2.4459 -0.05 0.18 0.15
H -0.8700 5.7993 1.8894 -0.03 -0.16 -0.18
H -3.3629 4.9767 2.5294 0.04 -0.14 -0.21
C -1.1228 5.3572 0.9163 -0.05 0.07 -0.01
C -3.3687 4.4866 1.5463 0.02 -0.03 0.02
N -2.0090 4.2103 1.0987 0.04 -0.03 0.22
H -0.2121 5.0428 0.4045 -0.19 0.03 0.09
C -1.5643 2.9682 0.9922 1.58 -0.35 -0.64
O -0.3793 2.6851 0.6354 -2.12 1.09 0.92
H -3.9135 3.5410 1.6135 0.00 0.23 0.01
H -2.2937 2.1740 1.2194 0.22 0.20 -0.14
H -1.6531 6.1125 0.3296 0.14 -0.11 -0.01
H -3.8699 5.1507 0.8321 0.10 -0.19 0.11
Cl 2.1013 -0.9731 3.5694 0.02 0.30 0.38
C 2.2497 -1.9421 2.1465 0.54 -1.68 -0.88
C 1.7594 -1.5055 0.9288 -0.44 1.37 -0.22
C 1.8287 -2.3438 -0.1619 0.79 -1.37 0.65
Cl 1.2480 -1.7663 -1.6915 0.12 -0.03 -0.16
C 2.3741 -3.6483 -0.0784 -0.14 0.78 0.79
Cl 2.3247 -4.6997 -1.4217 0.10 -0.32 -0.32
C 2.9370 -4.0716 1.1468 -0.64 1.25 -0.10
Cl 3.6766 -5.6023 1.2706 0.16 -0.40 0.03
C 2.8776 -3.2119 2.2690 -0.53 0.56 -0.92
Cl 3.5607 -3.7066 3.7542 0.21 -0.24 0.41